A structure of composition C22H23Cl3GeN6O2PtS. Source: OMol25; level of theory: wB97M-V/def2-TZVPD.

Structure (XYZ):
```
59
C22H23Cl3GeN6O2PtS, DFT wB97M-V/def2-TZVPD
Pt 2.03 -1.18 -1.72
C -0.05 -5.92 -1.91
C -0.54 -4.60 -2.38
N -1.62 -4.37 -3.05
N -1.63 -3.01 -3.25
C -0.57 -2.40 -2.72
S -0.13 -0.77 -2.69
N 0.13 -3.41 -2.17
N 1.32 -3.17 -1.46
H -0.76 -6.68 -2.22
H 0.04 -5.94 -0.82
H 0.93 -6.15 -2.34
H -2.38 -2.58 -3.76
H 2.03 -3.85 -1.71
H 1.14 -3.28 -0.46
C 2.33 0.96 2.35
C 1.37 0.45 1.31
N 1.16 -0.78 1.03
O 1.86 -1.72 1.69
C 2.10 1.72 -1.21
C 2.54 3.13 -1.51
N 2.66 0.69 -1.93
O 3.48 0.98 -2.78
H 2.12 0.51 3.32
H 2.22 2.04 2.44
H 3.36 0.74 2.08
H 2.63 -1.34 2.16
H 2.44 3.75 -0.62
H 1.92 3.55 -2.30
H 3.57 3.14 -1.85
Cl 4.15 -4.00 -0.52
Ge 4.20 -1.87 -1.04
Cl 5.02 -1.01 0.80
Cl 5.80 -1.71 -2.41
C 1.17 1.47 -0.25
C 0.27 1.35 0.68
C -1.05 1.63 1.06
C -1.71 0.99 2.19
C -3.09 0.77 2.14
C -3.75 0.14 3.18
C -3.04 -0.28 4.30
C -1.68 -0.06 4.37
C -1.02 0.56 3.33
C -1.77 2.60 0.22
C -2.62 3.54 0.82
C -3.27 4.49 0.04
C -3.08 4.51 -1.33
C -2.24 3.58 -1.93
C -1.58 2.64 -1.16
H -3.65 1.08 1.26
H -4.82 -0.03 3.12
H -3.56 -0.77 5.12
H -1.12 -0.37 5.25
H 0.04 0.76 3.42
H -2.76 3.53 1.89
H -3.91 5.22 0.51
H -3.59 5.25 -1.94
H -2.10 3.59 -3.01
H -0.94 1.91 -1.64
```

Results
**E**: -5305.88185 Eh
**2S+1**: 2
**LUMO (spin up / spin down)**: -4.28 / -4.29 eV
**Charge**: +1
**Energy above the lowest of the compared OMol25 structures with the same formula, charge and spin**: 28.9 kcal per mole

Atom charges from the Löwdin analysis, given in e for atoms 1 to 5: Pt 0.68; C 0.02; C -0.30; N 0.16; N 0.06



A structure of composition C16H21AsF6N4O5SW. Source: OMol25; level of theory: wB97M-V/def2-TZVPD.

Structure (XYZ):
```
55
C16H21AsF6N4O5SW, DFT wB97M-V/def2-TZVPD
W 0.41 0.14 -0.45
C -4.77 -5.99 -4.19
C -4.16 -4.78 -3.65
C -2.74 -4.63 -3.53
C -2.21 -3.47 -3.06
C -3.08 -2.41 -2.67
C -4.47 -2.52 -2.75
C -5.01 -3.68 -3.23
S -2.38 -0.81 -2.23
O -1.63 -0.44 -3.40
O -3.47 -0.02 -1.76
N -1.30 -1.08 -1.06
C -1.71 -1.34 0.25
C -2.83 -1.95 0.78
C -2.89 -2.05 2.16
C -1.86 -1.54 2.97
C -0.79 -0.94 2.37
N -0.73 -0.85 1.03
H -4.06 -6.79 -4.37
H -5.27 -5.72 -5.14
H -5.59 -6.32 -3.55
H -2.11 -5.45 -3.85
H -1.14 -3.33 -2.99
H -5.10 -1.69 -2.46
H -6.08 -3.80 -3.33
H -3.63 -2.32 0.16
H -3.75 -2.51 2.63
H -1.92 -1.61 4.05
H 0.03 -0.50 2.93
N 4.39 -0.19 1.88
C 3.91 -1.14 0.83
C 2.46 -0.86 0.53
O 1.79 -0.05 1.22
O 1.89 -1.34 -0.50
H 5.41 -0.25 1.99
H 3.97 -0.37 2.79
H 4.14 0.79 1.62
H 4.07 -2.17 1.15
H 4.49 -0.96 -0.08
C 0.63 1.65 -3.90
C -0.37 1.98 -2.86
N -1.28 2.89 -3.07
O -0.38 1.42 -1.70
H 0.12 1.24 -4.77
H 1.36 0.93 -3.53
H 1.15 2.56 -4.19
H -1.32 3.40 -3.95
H -1.94 3.14 -2.35
F 2.07 1.29 -0.96
As 2.21 3.10 -0.07
F 1.20 3.65 -1.34
F 0.79 2.39 0.70
F 2.19 4.51 0.82
F 3.19 2.24 1.10
F 3.58 3.30 -1.03
```

Results
**E**: -4516.89834 Eh
**2S+1**: 2
**LUMO (spin up / spin down)**: -12.54 / -12.64 eV
**Charge**: +3
**Energy above the lowest of the compared OMol25 structures with the same formula, charge and spin**: 70.6 kcal per mole

Atom charges from the Löwdin analysis, given in e for atoms 1 to 5: W 2.13; C -0.03; C -0.20; C 0.00; C -0.05



A structure of composition C53H52AsFeN8OS. Source: OMol25; level of theory: wB97M-V/def2-TZVPD.

Structure (XYZ):
```
117
C53H52AsFeN8OS, DFT wB97M-V/def2-TZVPD
Fe 0.03 -0.93 0.01
C 3.36 -0.85 -3.05
C 3.85 -0.40 -1.66
C 2.86 0.46 -0.85
N 2.07 -0.24 0.16
C 2.67 -0.44 1.32
C 4.05 -0.14 1.54
C 4.83 -0.13 2.68
C 4.49 -0.30 4.01
C 3.21 -0.59 4.47
C 2.08 -0.90 3.77
C 1.83 -1.05 2.37
N 0.75 -1.64 1.91
C -0.14 -2.27 2.85
C -1.30 -2.87 2.08
C -0.82 -3.81 0.97
N -0.61 -3.11 -0.31
C -0.80 -3.80 -1.37
C -1.02 -5.25 -1.34
C -1.96 -5.96 -1.99
C -2.95 -5.47 -2.89
C -2.86 -4.30 -3.58
C -1.77 -3.38 -3.60
C -0.76 -3.20 -2.72
N 0.30 -2.32 -3.02
C 1.58 -2.52 -2.30
C 2.83 -2.28 -3.13
H 2.57 -0.17 -3.38
H 4.16 -0.73 -3.78
H 4.17 -1.26 -1.06
H 4.75 0.21 -1.82
H 3.40 1.27 -0.36
H 2.18 0.94 -1.55
H 4.61 0.09 0.65
H 5.87 0.08 2.49
H 5.28 -0.17 4.75
H 3.09 -0.58 5.55
H 1.22 -1.11 4.40
H 0.39 -3.04 3.42
H -0.54 -1.55 3.58
H -1.99 -3.39 2.74
H -1.87 -2.04 1.64
H 0.12 -4.28 1.25
H -1.56 -4.60 0.83
H -0.37 -5.79 -0.66
H -2.01 -7.02 -1.76
H -3.79 -6.12 -3.10
H -3.65 -4.09 -4.30
H -1.75 -2.73 -4.47
H 1.63 -1.83 -1.45
H 1.56 -3.53 -1.89
H 3.60 -2.97 -2.76
H 2.64 -2.55 -4.18
S 0.17 -1.19 -4.21
C -0.05 1.40 -2.71
N 0.88 2.12 -3.13
N 1.35 1.91 -4.44
C 2.71 2.06 -4.64
C 3.52 2.74 -3.73
C 4.88 2.88 -3.99
C 5.45 2.36 -5.14
C 4.64 1.68 -6.04
C 3.28 1.53 -5.80
N -1.06 1.01 -2.17
N -1.33 -0.06 -1.37
C -2.70 -0.12 -1.10
C -3.24 -1.31 -0.61
C -4.59 -1.43 -0.31
C -5.45 -0.36 -0.51
C -4.93 0.82 -1.01
C -3.58 0.96 -1.30
H 0.93 1.12 -4.91
H 3.09 3.14 -2.83
H 5.50 3.41 -3.27
H 6.51 2.47 -5.33
H 5.06 1.26 -6.95
H 2.66 0.99 -6.51
H -2.60 -2.18 -0.52
H -4.97 -2.37 0.06
H -6.51 -0.45 -0.29
H -5.59 1.67 -1.19
H -3.21 1.90 -1.69
O -0.71 0.54 1.33
As -1.40 1.73 2.21
C -0.11 2.38 3.47
C -0.42 2.85 4.74
C 0.60 3.30 5.57
C 1.91 3.29 5.13
C 2.22 2.83 3.85
C 1.21 2.37 3.02
C -1.86 3.19 1.05
C -1.06 3.34 -0.07
C -1.30 4.37 -0.96
C -2.34 5.26 -0.72
C -3.13 5.12 0.42
C -2.89 4.09 1.31
C -2.95 1.10 3.14
C -2.80 0.42 4.34
C -3.89 -0.18 4.93
C -5.14 -0.12 4.32
C -5.28 0.54 3.11
C -4.19 1.15 2.51
H -1.45 2.86 5.09
H 0.36 3.66 6.56
H 2.70 3.63 5.78
H 3.25 2.80 3.51
H 1.44 1.98 2.04
H -0.27 2.63 -0.26
H -0.68 4.47 -1.84
H -2.53 6.06 -1.42
H -3.94 5.82 0.60
H -3.51 3.99 2.19
H -1.82 0.36 4.82
H -3.78 -0.70 5.87
H -5.99 -0.59 4.78
H -6.24 0.57 2.61
H -4.30 1.62 1.54
```

Results
**E**: -6461.61252 Eh
**2S+1**: 6
**LUMO (spin up / spin down)**: 0.06 / -1.37 eV
**Charge**: 0
**Energy above the lowest of the compared OMol25 structures with the same formula, charge and spin**: 11.9 kcal per mole

Atom charges from the Löwdin analysis, given in e for atoms 1 to 5: Fe 0.79; C -0.21; C -0.16; C -0.23; N -0.03



A structure of composition C8H8NO6Sn. Source: OMol25; level of theory: wB97M-V/def2-TZVPD.

Structure (XYZ):
```
24
C8H8NO6Sn, DFT wB97M-V/def2-TZVPD
O 3.27 1.73 -3.66
C 2.34 2.07 -3.07
Sn -0.68 1.73 -0.43
C -2.49 1.64 1.11
O -3.31 1.45 1.88
C -1.50 4.10 -0.83
O -2.19 5.00 -0.57
C -1.94 1.13 -2.59
O -2.57 0.49 -3.30
C 1.06 2.94 1.02
O 1.69 3.19 1.94
H -0.62 3.78 -1.59
C 1.34 -2.78 -0.29
N 0.52 -2.28 0.83
C 0.29 -3.13 1.99
C -0.05 -1.09 0.84
O 0.09 -0.29 -0.12
H 1.64 -3.80 -0.01
H 2.27 -2.19 -0.43
H 0.77 -2.84 -1.24
H 0.70 -2.66 2.89
H -0.78 -3.30 2.12
H 0.79 -4.08 1.81
H -0.66 -0.79 1.72
```

Results
**E**: -1028.77330 Eh
**LUMO (spin up / spin down)**: -15.59 / -15.58 eV
**Charge**: +3
**Energy above the lowest of the compared OMol25 structures with the same formula, charge and spin**: 0.0 kcal per mole

Atom charges from the Löwdin analysis, given in e for atoms 1 to 5: O 0.08; C 0.02; Sn 1.27; C 0.01; O 0.26



Going through the records in order, we get F_max values of 0.0360, 0.1129, 0.0134, 0.1225 Eh/bohr.